# C5H5N

The molecule C5H5N in a non-equilibrium geometry (ωB97M-V/def2-TZVPD, OMol25).

Properties
SMILES: C=CN1C2=C[C@@H]21
Orbital gap: 9.18 eV
HOMO level: -8.62 eV

Each line ends with the natural charge from an NBO analysis.
Positions of all 11 atoms, in Å:
C 1.521 0.074 1.477  -0.457
C 0.752 -0.755 0.774  0.002
N 0.099 -0.423 -0.451  -0.437
C -1.104 -0.914 -1.049  0.093
C -1.438 0.171 -1.850  -0.364
C -0.672 0.753 -0.766  0.074
H 2.265 -0.175 2.278  0.220
H 1.695 1.071 1.203  0.196
H 0.312 -1.635 1.045  0.210
H -2.276 0.416 -2.591  0.262
H -1.156 1.415 -0.070  0.199

---

# C5H5N

The molecule C5H5N in a non-equilibrium geometry (ωB97M-V/def2-TZVPD, OMol25).

Properties
SMILES: CCC#CC#N
Orbital gap: 10.21 eV
HOMO level: -9.64 eV

Each line ends with the natural charge from an NBO analysis.
Positions of all 11 atoms, in Å:
C 1.289 -0.072 -1.222  -0.615
C 0.437 -0.846 -0.300  -0.453
C -0.571 -0.197 0.479  0.124
C -1.478 0.484 0.942  -0.194
C -2.253 1.250 1.741  0.223
N -2.946 1.914 2.395  -0.278
H 1.819 0.728 -0.693  0.228
H 0.644 0.396 -1.974  0.226
H 2.026 -0.705 -1.722  0.227
H 0.813 -1.064 0.915  0.257
H 0.220 -1.888 -0.559  0.255

---

# C5H5N

A cluster of 2 separate species, C5H5N in total in a non-equilibrium geometry (ωB97M-V/def2-TZVPD, OMol25).

Properties
Orbital gap: 8.25 eV
HOMO level: -8.26 eV

Each line ends with the natural charge from an NBO analysis.
Positions of all 11 atoms, in Å:
C -1.813 2.021 0.336  0.185
C -1.277 0.881 0.471  -0.487
C 1.056 -0.233 -1.348  0.229
C -0.584 -0.191 1.331  -0.359
C -0.890 -0.427 -0.051  -0.193
N 2.013 -0.129 -0.608  -0.639
H 0.789 -0.227 -2.388  0.184
H 0.436 0.052 1.602  0.242
H -1.179 -0.628 2.127  0.230
H -1.525 -1.121 -0.556  0.228
H 2.975 0.004 -0.917  0.382

---

# C5H5N

The molecule C5H5N in a non-equilibrium geometry (ωB97M-V/def2-TZVPD, OMol25).

Properties
SMILES: c1ccncc1
Orbital gap: 10.60 eV
HOMO level: -9.62 eV

Each line ends with the natural charge from an NBO analysis.
Positions of all 11 atoms, in Å:
C -1.043 -0.122 -0.656  -0.171
C -1.016 0.218 0.743  -0.262
C 0.160 0.314 1.429  0.020
N 1.348 0.224 0.785  -0.421
C 1.366 -0.058 -0.475  0.047
C 0.219 -0.264 -1.270  -0.272
H -2.130 -0.293 -1.091  0.233
H -1.938 0.132 1.287  0.213
H 0.121 0.490 2.490  0.197
H 2.393 -0.154 -0.949  0.189
H 0.520 -0.488 -2.293  0.226

---

# C5H5N

The molecule C5H5N in a non-equilibrium geometry (ωB97M-V/def2-TZVPD, OMol25).

Properties
Orbital gap (alpha / beta): 7.80 / 7.80 eV
HOMO level (alpha / beta): -7.30 / -7.30 eV

Each line ends with the natural charge from an NBO analysis.
Positions of all 11 atoms, in Å:
C 1.856 0.782 -0.261  -0.215
C -0.492 -0.158 0.118  0.223
C 0.802 -0.048 -0.305  -0.110
C 2.184 -0.588 0.233  -0.368
C -2.922 0.064 0.003  -0.263
N -1.655 0.022 -0.153  -0.258
H 2.120 1.839 -0.220  0.226
H 2.747 -1.380 -0.466  0.189
H 2.225 -0.793 1.240  0.181
H -3.517 -0.832 0.033  0.199
H -3.349 1.093 -0.220  0.196

---

# C5H5N

The molecule C5H5N in a non-equilibrium geometry (ωB97M-V/def2-TZVPD, OMol25).

Properties
SMILES: [H]/N=C(/C#C)C=C
Orbital gap: 10.39 eV
HOMO level: -9.99 eV

Each line ends with the natural charge from an NBO analysis.
Positions of all 11 atoms, in Å:
H 2.020 -0.941 -0.576  0.333
N 1.084 -1.325 -0.742  -0.549
C 0.205 -0.567 -0.198  0.166
C -1.136 -1.111 -0.155  -0.077
C -2.271 -1.444 -0.380  -0.163
C 0.411 0.582 0.694  -0.253
C 0.946 1.718 0.249  -0.342
H -3.270 -1.760 -0.583  0.237
H -0.300 0.434 1.571  0.232
H 0.948 2.607 0.872  0.207
H 1.364 1.807 -0.751  0.207

---

# C5H5N

The molecule C5H5N (ωB97M-V/def2-TZVPD, OMol25).

Properties
SMILES: c1ccncc1
Orbital gap: 10.03 eV
HOMO level: -9.17 eV

Each line ends with the natural charge from an NBO analysis.
Positions of all 11 atoms, in Å:
C -0.192 1.161 0.019  -0.180
C -1.258 0.290 0.216  -0.272
C -0.974 -1.057 -0.017  0.047
N 0.249 -1.555 0.134  -0.416
C 1.270 -0.703 0.147  0.041
C 1.084 0.638 -0.183  -0.275
H -0.359 2.233 -0.026  0.223
H -2.259 0.629 0.476  0.223
H -1.687 -1.725 -0.491  0.193
H 2.249 -1.117 0.381  0.195
H 1.877 1.207 -0.653  0.221

---

# C5H5N

A cluster of 2 separate species, C5H5N in total in a non-equilibrium geometry (ωB97M-V/def2-TZVPD, OMol25).

Properties
Orbital gap (alpha / beta): 8.24 / 8.25 eV
HOMO level (alpha / beta): -9.14 / -9.14 eV

Each line ends with the natural charge from an NBO analysis.
Positions of all 11 atoms, in Å:
C -0.338 2.091 0.748  -0.311
C -0.163 1.205 -0.038  0.050
C -0.104 0.106 -0.933  -0.524
C 0.446 -0.738 0.219  -0.390
C 0.195 -2.111 0.093  0.224
N -0.001 -3.246 -0.001  -0.302
H -0.673 3.083 0.853  0.245
H -1.073 -0.210 -1.351  0.255
H 0.601 0.356 -1.737  0.260
H 1.508 -0.590 0.407  0.252
H -0.397 0.054 1.739  0.241

---

# C5H5N

The molecule C5H5N in a non-equilibrium geometry (ωB97M-V/def2-TZVPD, OMol25).

Properties
SMILES: CCC#CC#N
Orbital gap: 10.99 eV
HOMO level: -10.35 eV

Each line ends with the natural charge from an NBO analysis.
Positions of all 11 atoms, in Å:
C -1.464 -0.930 0.465  -0.593
C -0.905 0.458 0.119  -0.498
C 0.532 0.515 -0.020  0.169
C 1.727 0.506 -0.117  -0.187
C 3.100 0.544 -0.085  0.232
N 4.256 0.567 -0.062  -0.271
H -1.085 -1.255 1.434  0.218
H -1.163 -1.667 -0.286  0.220
H -2.557 -0.900 0.508  0.219
H -0.961 1.231 0.918  0.247
H -1.420 0.909 -0.736  0.244

---

Energy above the lowest of the compared OMol25 structures with the same formula, charge and spin / eV: 6.090; 3.264; 8.165; 0.576; 5.736; 3.316; 0.715; 6.759; 2.056
DFT total energy / Eh: -248.051237; -248.155085; -247.974987; -248.253855; -248.064258; -248.153192; -248.248763; -248.026666; -248.199492